No. 1
DFT (ωB97M-V with the def2-TZVPD basis set) results for a molecular structure, C44H54AsN2Pt.

Energy above the lowest of the compared OMol25 structures with the same formula, charge and spin in kJ/mol: 21.0
HOMO-LUMO gap in eV: 6.559

```
! RIJCOSX wB97M-V def2-TZVPD def2/J DEFGRID3
* xyz 1 1
Pt 0.98 -1.49 1.07
As -0.90 -2.38 2.32
N 0.24 0.74 1.05
N -0.07 -1.05 -1.11
C 0.70 1.89 1.79
C 3.32 -1.95 -0.31
C 1.65 2.88 -0.43
C 3.23 -0.06 -3.43
C 0.04 -1.66 -2.42
C -1.82 0.60 -1.92
C 0.62 1.96 3.18
C 2.38 -3.06 1.46
C 1.11 4.10 -1.19
C 2.83 -1.80 1.99
C 0.21 -2.56 -5.05
C -3.81 2.22 -3.05
C -1.66 2.01 -0.02
C -0.82 -0.02 -1.02
C 1.04 3.12 3.82
C -2.29 1.76 -1.26
C 1.79 0.17 -2.97
C -0.69 0.92 0.18
C -0.36 -2.67 4.16
C 1.06 0.47 5.14
C -3.28 2.58 -1.78
C -0.68 -2.80 -2.80
C 1.59 4.17 3.12
C 3.11 -1.02 0.84
C -3.34 1.10 -3.69
C 1.32 2.93 1.05
C -1.55 -3.65 -1.91
C -2.42 -1.17 2.41
C -0.58 -3.22 -4.13
C 0.96 -1.47 -4.64
C 0.90 -1.01 -3.33
C -2.34 0.27 -3.14
C -0.69 -4.55 -1.03
C -2.04 3.09 0.73
C 0.06 0.85 4.05
C -1.86 -4.06 2.11
C -3.06 3.93 0.22
C 1.75 4.05 1.75
C 2.90 -3.18 0.06
C 1.26 1.46 -3.60
C -2.63 -2.87 -1.15
C 3.17 2.79 -0.60
C -1.28 1.26 4.67
C -3.66 3.70 -0.99
H -3.37 4.78 0.81
H 3.44 2.67 -1.65
H 3.66 -1.66 -1.29
H -2.09 -4.31 -2.60
H 2.04 0.22 4.72
H 1.92 5.06 3.63
H -2.00 -0.59 -3.70
H 0.71 -0.38 5.73
H -2.09 -0.15 2.54
H 1.96 2.28 -3.43
H 1.48 5.03 -0.76
H 3.58 1.94 -0.05
H 0.26 -2.90 -6.08
H -2.97 -1.25 1.47
H -1.97 1.65 3.93
H -3.34 -3.57 -0.70
H 1.59 -0.97 -5.35
H 3.33 0.05 -4.51
H -0.09 -0.02 3.41
H -1.75 0.42 5.18
H 3.90 0.67 -2.96
H 3.67 3.69 -0.23
H -3.75 0.84 -4.66
H 2.06 -3.89 2.06
H 0.29 1.75 -3.21
H -4.43 4.37 -1.35
H -1.15 -4.88 2.03
H -1.21 -2.55 4.83
H 3.59 -1.07 -3.18
H 1.80 0.27 -1.88
H -1.12 2.05 5.41
H -3.19 -2.23 -1.83
H 0.01 -3.70 4.24
H -2.49 -4.04 1.23
H 0.95 3.19 4.90
H 1.43 4.07 -2.23
H -0.10 -3.97 -0.32
H 2.92 -1.52 3.03
H -1.31 -5.26 -0.48
H 1.20 1.29 5.85
H 1.22 1.99 -0.88
H 1.17 1.33 -4.68
H 2.85 -4.06 -0.55
H -1.58 3.32 1.68
H 2.23 4.85 1.20
H 0.02 4.13 -1.17
H 0.00 -5.13 -1.65
H -2.21 -2.25 -0.36
H 0.44 -2.00 4.44
H -3.08 -1.45 3.23
H 3.44 0.01 0.86
H -4.58 2.83 -3.50
H -1.14 -4.09 -4.43
H -2.47 -4.18 3.00
*
```


No. 2
DFT (ωB97M-V with the def2-TZVPD basis set) results for 8 unconnected molecules or ions with the total composition C44H54Br2I2N2O25S2.

SMILES string: CNCc1cc(C[C@H](C)I)c2c(c1O)Nc1cc(I)c(/C(Br)=C(\C)Br)c(CCCS(=O)(=O)O)c1S2.O=C1OCCO1.O=C1OCCO1.O=C1OCCO1.O=C1OCCO1.O=C1OCCO1.O=C1OCCO1.O=C1OCCO1
HOMO-LUMO gap in eV: 7.653

```
! RIJCOSX wB97M-V def2-TZVPD def2/J DEFGRID3
* xyz 0 1
I 3.03 -5.13 3.65
I 8.26 4.65 0.99
Br -1.19 -4.13 1.14
Br -0.39 -2.03 3.89
S 0.22 0.28 -2.20
S 5.05 1.47 1.94
O -4.23 2.22 1.59
O -6.14 3.19 2.33
O 15.65 -0.73 0.17
O -9.32 -0.09 0.46
O 0.78 0.27 -3.77
O -8.51 -4.34 -2.06
O -7.59 -2.43 -2.88
O -4.64 -4.95 0.79
O -5.55 1.12 3.03
O -9.75 5.23 0.88
O -12.73 1.85 -2.91
O -12.79 3.72 -4.15
O -11.25 -1.08 1.06
O -4.69 -2.69 0.58
O -10.63 5.99 -1.06
O -0.82 1.36 -1.96
O -8.40 6.15 -0.67
O 9.53 -1.77 1.93
O -13.17 1.71 -5.13
O 16.16 1.31 1.02
O -4.61 -3.99 -1.25
O 17.28 -0.53 1.70
O -7.64 -4.32 -4.13
O -10.84 1.06 1.68
O -0.49 -1.04 -1.92
N 11.89 -0.57 0.21
N 6.89 -0.87 3.03
C 10.73 -0.45 -0.72
C 1.83 0.54 1.75
C 0.64 -3.40 1.39
C 16.35 0.13 0.97
C -5.37 2.26 2.32
C 17.04 -1.92 1.53
C 0.97 -2.55 2.50
C -9.20 -1.47 0.14
C -8.41 4.98 1.30
C 1.59 0.57 -0.94
C 7.42 -0.18 1.84
C -10.50 0.06 1.12
C 4.37 -0.21 2.38
C -8.88 -5.57 -2.67
C -10.62 -1.95 0.13
C 2.86 -0.58 2.24
C 16.31 -1.98 0.22
C -12.23 2.90 -2.09
C -3.50 1.08 2.01
C 1.75 -3.75 0.29
C 5.98 5.42 -1.12
C 6.40 2.87 -0.85
C -4.57 0.19 2.58
C 6.40 4.28 -0.07
C -4.45 -1.82 -0.53
C 5.06 -2.69 3.24
C 8.57 1.16 -0.70
C 12.80 0.59 -0.05
C -12.72 4.13 -2.79
C 3.54 -3.06 3.09
C 8.80 -0.71 1.29
C -9.68 5.81 -0.35
C -7.89 -3.59 -3.01
C -7.92 -5.68 -3.81
C 7.21 1.70 -0.14
C -7.62 5.98 0.51
C 6.67 1.01 1.13
C 5.46 -1.24 2.88
C 0.96 0.13 0.47
C -4.65 -3.97 0.10
C 9.35 -0.02 0.00
C -4.86 -2.66 -1.70
C 2.46 -2.03 2.60
C -12.92 2.36 -4.15
H 15.59 -2.80 0.18
H 10.50 -1.47 -1.23
H -9.92 -5.50 -3.00
H 2.31 1.58 1.60
H -11.14 2.84 -2.06
H 5.84 -3.46 3.60
H -8.59 -1.96 0.91
H 0.70 -0.97 0.39
H -6.62 5.62 0.26
H -12.04 4.97 -2.67
H 10.97 0.26 -1.60
H 8.99 1.65 -1.64
H 2.19 -2.73 -0.06
H 1.22 -4.18 -0.64
H -8.79 -6.40 -1.97
H -3.39 -1.56 -0.55
H 5.56 4.22 0.71
H -4.21 -0.43 3.40
H -7.54 6.94 1.02
H 5.54 4.89 -2.06
H -5.93 -2.56 -1.94
H -8.35 -6.20 -4.67
H 11.59 -0.55 1.20
H -10.71 -2.99 0.45
H 2.50 -0.06 -1.26
H -8.31 5.12 2.37
H -6.99 -6.18 -3.53
H -2.77 1.38 2.77
H -11.09 -1.83 -0.84
H -8.71 -1.60 -0.83
H -8.15 3.95 1.05
H 13.31 0.85 0.95
H -4.28 -2.43 -2.60
H 17.98 -2.48 1.50
H 13.58 0.41 -0.86
H 2.59 -4.42 0.68
H 16.44 -2.28 2.36
H 16.99 -2.06 -0.64
H 7.46 -1.67 3.31
H 12.19 1.54 -0.33
H -5.02 -0.46 1.82
H -0.05 0.69 0.57
H 6.86 6.04 -1.51
H 5.29 2.53 -0.90
H 6.76 2.95 -1.94
H -12.62 2.81 -1.07
H 1.08 0.68 2.62
H -13.72 4.43 -2.46
H 1.74 0.53 -3.73
H -2.98 0.61 1.17
H -5.04 -0.91 -0.44
H 5.12 6.07 -0.70
H 9.32 -2.64 1.51
H 1.81 1.71 -1.01
*
```


No. 3
DFT (ωB97M-V with the def2-TZVPD basis set) results for 6 unconnected molecules or ions with the total composition C44H54F5N7O14P3.

HOMO-LUMO gap in eV: 8.214

```
! RIJCOSX wB97M-V def2-TZVPD def2/J DEFGRID3
* xyz 1 1
P -2.67 0.00 2.33
P -0.46 0.42 -0.52
P 2.71 1.65 3.60
F -0.42 -2.11 2.94
F 0.02 -2.79 5.32
F -0.65 -0.70 5.78
F 1.56 -1.13 5.69
F 1.74 -1.57 3.22
O 2.88 -4.91 1.55
O -1.89 7.10 -9.37
O 3.52 3.06 3.01
O 2.97 -0.02 13.14
O -2.95 -0.40 3.97
O -1.02 5.65 -8.02
O -2.77 -1.23 1.45
O 2.13 1.46 11.81
O -2.14 -7.58 -1.41
O -3.94 1.08 1.93
O -1.50 -9.24 -0.18
O -2.42 4.69 -2.54
O -0.98 6.08 -3.35
O 4.46 -4.35 0.19
N 4.00 0.49 3.82
N -1.72 -8.05 -0.37
N 2.56 0.34 12.05
N -2.04 5.48 -3.39
N 3.58 -5.11 0.57
N -1.45 5.99 -9.11
N -0.51 1.45 0.96
C -4.17 5.11 -4.59
C 0.25 0.32 3.13
C -1.91 4.41 -12.47
C -1.90 5.36 -11.46
C -0.99 2.77 -10.96
C -0.98 3.71 -9.94
C 0.60 3.62 2.03
C -1.73 -5.78 0.59
C -2.52 6.62 -5.53
C 0.78 2.17 1.32
C -0.96 -7.63 1.95
C 2.11 -0.26 9.70
C -5.01 5.38 -5.66
C 2.36 -7.22 0.19
C 0.32 -1.45 5.15
C -1.44 5.00 -10.19
C 2.98 -8.68 -1.62
C 3.36 -6.34 -0.20
C 0.03 -1.38 -0.09
C -0.98 0.87 2.29
C 1.75 2.57 0.09
C -2.25 0.45 -1.22
C -2.93 5.74 -4.53
C -1.46 -7.13 0.74
C 1.23 3.80 -0.77
C -0.30 3.77 -1.18
C 2.17 -8.39 -0.53
C 3.97 -7.79 -2.01
C 0.41 -1.18 3.56
C -4.61 6.26 -6.66
C -3.37 6.88 -6.59
C 2.56 -0.64 10.97
C -1.46 3.12 -12.22
C -1.01 -5.40 2.86
C -2.72 -0.97 -1.78
C 2.53 -2.50 8.92
C -1.51 -4.91 1.65
C 1.44 1.05 2.29
C 2.09 -1.20 8.68
C 4.17 -6.61 -1.30
C 2.07 3.87 -2.17
C 2.98 -2.87 10.18
C -0.74 -6.75 3.00
C 3.00 -1.94 11.21
H 1.74 -0.92 7.69
H -5.98 4.89 -5.72
H -2.12 -5.38 -0.35
H -0.74 -8.68 2.08
H -0.84 -4.72 3.68
H -1.04 3.88 -0.32
H 0.68 -1.70 -0.98
H -0.48 4.67 -1.84
H -2.17 1.14 -2.13
H -2.25 6.36 -11.66
H 1.41 4.82 -0.29
H 3.36 -2.23 12.19
H -1.30 2.09 0.76
H -1.56 7.12 -5.49
H -3.54 1.98 2.04
H 2.33 4.97 -2.36
H 2.83 -9.60 -2.18
H -0.35 -7.13 3.94
H -0.61 3.43 -8.96
H 1.34 3.59 -3.00
H -1.72 -3.85 1.54
H 4.52 0.28 2.96
H -0.64 1.76 -10.77
H -0.59 2.87 -1.84
H -0.35 4.14 1.69
H -4.49 4.42 -3.82
H 1.53 4.25 1.91
H 2.51 -3.23 8.12
H -3.07 7.57 -7.37
H 4.95 -5.92 -1.61
H 0.22 0.91 4.12
H 2.00 0.32 1.62
H 1.77 0.75 9.51
H -1.25 1.83 2.88
H 0.44 3.40 3.14
H -0.85 -2.09 -0.09
H -3.25 0.47 4.35
H 4.60 -8.01 -2.87
H -2.27 4.68 -13.46
H -3.34 -0.76 -2.72
H 1.39 -9.09 -0.23
H 4.12 3.38 3.72
H -3.40 -1.55 -1.09
H 0.70 -1.44 0.82
H 3.70 -0.36 4.32
H 2.07 1.67 -0.53
H 2.72 2.93 0.61
H -5.28 6.47 -7.49
H -2.99 0.94 -0.52
H -1.84 -1.60 -2.15
H 2.99 3.22 -2.16
H 1.72 -7.01 1.04
H 3.32 -3.88 10.36
H -1.47 2.38 -13.01
*
```


No. 4
DFT (ωB97M-V with the def2-TZVPD basis set) results for 6 unconnected molecules or ions with the total composition C44H54FN2O3.

HOMO-LUMO gap in eV: 7.728

```
! RIJCOSX wB97M-V def2-TZVPD def2/J DEFGRID3
* xyz 1 1
F -2.66 -0.89 -0.39
O -0.68 1.90 1.46
O 2.10 2.41 2.86
O 2.15 2.24 0.05
N -3.02 1.45 1.28
N -4.54 5.12 2.86
C -4.86 3.13 -1.98
C 5.93 -8.20 1.37
C -3.55 2.69 1.87
C -6.97 3.75 -2.97
C -0.42 3.10 -5.74
C -3.91 -0.38 -0.14
C 0.03 2.66 -6.98
C -5.25 2.77 -4.33
C 6.60 -1.89 2.41
C -0.15 1.58 0.17
C -1.67 1.05 1.86
C 2.97 3.17 0.74
C -3.17 -5.30 -0.24
C 6.37 -0.53 2.32
C 2.15 1.20 3.61
C -1.69 3.64 -5.61
C 6.15 -5.98 2.28
C -3.14 -4.58 -2.92
C -3.98 0.29 1.24
C -2.76 -4.03 -0.61
C -3.57 -6.21 -1.21
C -4.54 2.72 2.82
C 6.81 0.32 3.33
C 7.26 -2.41 3.52
C -3.01 3.93 1.43
C 7.02 -7.87 3.48
C -4.98 3.96 3.26
C 0.84 2.70 -0.21
C 7.47 -0.20 4.43
C 5.71 -6.83 1.27
C -6.14 3.67 -1.86
C 3.29 2.62 2.13
C -2.08 3.27 -7.96
C 6.81 -6.50 3.38
C -2.52 3.72 -6.72
C 7.69 -1.57 4.53
C -4.42 2.69 -3.22
C -0.80 2.75 -8.08
C -3.56 -5.85 -2.55
C -3.55 5.06 1.98
C 1.89 -0.04 2.71
C 6.59 -8.72 2.47
C -6.52 3.30 -4.20
C -2.74 -3.67 -1.96
H -1.75 1.04 2.95
H 5.86 -0.12 1.46
H -2.42 -2.68 -2.25
H 8.20 -1.98 5.40
H -3.42 2.27 -3.32
H 1.37 1.21 4.38
H -4.70 -1.14 -0.18
H -4.95 1.78 3.18
H 6.26 -2.55 1.63
H 6.64 1.39 3.26
H 3.94 3.33 2.66
H 2.38 -0.91 3.17
H -0.94 1.55 -0.61
H 0.23 3.03 -4.87
H -4.24 3.08 -1.09
H -3.18 -5.58 0.80
H 6.76 -9.78 2.55
H -2.46 -3.32 0.14
H -4.90 2.43 -5.29
H -7.17 3.36 -5.07
H 0.81 -0.25 2.70
H -2.73 3.34 -8.82
H 7.53 -8.28 4.35
H -0.45 2.40 -9.05
H 0.36 0.62 0.13
H 1.02 2.24 -7.08
H -3.70 -0.39 2.04
H -4.20 0.38 -0.88
H 2.30 0.08 1.71
H -3.87 -6.56 -3.30
H 7.43 -3.48 3.60
H 0.75 2.95 -1.28
H -3.89 -7.21 -0.92
H -2.20 3.98 0.71
H 3.93 3.27 0.21
H -2.82 1.68 0.30
H -6.49 4.02 -0.89
H 7.15 -5.84 4.17
H -3.52 4.14 -6.62
H -5.79 3.96 4.00
H 7.82 0.46 5.22
H 3.12 1.10 4.10
H -1.47 0.01 1.55
H -7.96 4.17 -2.87
H 5.97 -4.92 2.20
H 0.55 3.58 0.38
H -3.14 6.01 1.65
H -3.13 -4.30 -3.97
H 5.19 -6.42 0.41
H -5.02 0.61 1.34
H -2.04 3.99 -4.65
H 3.86 1.69 2.03
H 5.59 -8.86 0.58
H 2.55 4.18 0.81
*
```


no.,highest occupied orbital energy (eV)
1,-10.03
2,-8.30
3,-11.37
4,-10.59